{"formula": "C3H8O3S2", "method": "ωB97M-V/def2-TZVPD", "symbols": ["O", "C", "O", "O", "H", "H", "C", "C", "S", "H", "H", "H", "H", "S", "H", "H"], "xyz": [[1.871963, -0.424044, 0.022234], [2.411314, -1.499570, 0.022562], [1.994859, -2.630525, -0.640690], [3.269425, -1.847282, 0.959494], [1.272902, -2.350393, -1.208239], [3.525831, -1.153931, 1.574175], [-1.454723, -0.982973, 1.399806], [-1.310591, -1.634356, 0.270777], [-0.861508, -1.035578, -1.315820], [-1.062248, 0.055487, 1.461490], [-1.683365, -1.351263, 2.393496], [-1.635020, -2.679312, 0.295668], [-0.715481, 0.266236, -0.952123], [0.277258, 2.979267, -1.241036], [-0.695900, 2.478967, -0.398088], [0.768188, 1.761884, -1.095093]], "forces_ev_per_angstrom": [[0.3771, 0.3234, -1.1262], [-2.2037, -0.7471, 1.4758], [1.4656, 1.3690, 0.6239], [1.3876, -1.5506, -0.0881], [-0.4550, 0.3154, -0.3348], [-0.3825, 0.5072, -0.4108], [1.5143, 2.3349, 0.9153], [-0.9597, -1.3330, -0.0177], [-0.3496, 0.2914, 0.2059], [-0.5311, -0.5024, -0.1858], [-0.3326, -0.6132, -0.4524], [0.2987, 0.1518, -0.4987], [0.0595, -0.5941, -0.1741], [-1.0977, -0.4445, 0.8436], [0.3366, 0.9133, -0.5241], [0.8725, -0.4216, -0.2519]], "spin_multiplicity": 1, "total_energy_ha": -1141.1746, "e_homo_ev": -9.0, "largest_force_ha_per_bohr": 0.05697, "de_lowest_kcal_mol": 31.9, "lumo_energy_ev": 0.49, "total_charge": 0, "smiles": "O=C(O)O.C=CS.S", "homo_lumo_gap_ev": 9.464}